Model 1:
DFT (wB97M-V/def2-TZVPD) results for an isolated ion of composition C5H10N2 and charge +2.

Values from the calculation:
SMILES string: C[N+]1(C)C=C[NH+]=C1
Gap between HOMO and LUMO (eV): 9.94
Total charge: +2
Highest occupied orbital energy (eV): -20.76
2S+1: 1

Last column: natural (NBO) charge in e.
Cartesian coordinates (Å):
H (-2.0332, 0.8518, -1.1677)  0.2753
C (0.7233, -1.0986, -0.1684)  0.0605
N (1.7680, 0.8184, 0.1144)  -0.3560
H (2.5368, 1.4087, 0.1729)  0.4836
C (0.5594, 1.2115, 0.2157)  0.4233
H (0.4693, -2.1622, -0.2570)  0.3128
H (-0.3752, -0.6142, 1.9494)  0.2417
C (1.9197, -0.5491, -0.1546)  -0.0401
H (0.1053, 2.1787, 0.3414)  0.2986
H (-1.9915, 0.2910, 1.5242)  0.2743
N (-0.3667, 0.1389, 0.0910)  -0.2797
H (-1.4144, -0.9065, -1.3983)  0.2728
C (-1.1655, -0.4526, 1.2876)  -0.3544
H (2.8598, -0.8771, -0.2985)  0.2922
C (-1.1819, 0.2107, -1.1998)  -0.4039
H (-0.6807, 0.7756, -1.8693)  0.2404
H (-1.7325, -1.2249, 0.8171)  0.2585



Model 2:
DFT (wB97M-V/def2-TZVPD) results for a 2-piece molecular cluster, C5H10N2 overall.

Values from the calculation:
Gap between HOMO and LUMO (eV): 8.36
Total charge: +2
Highest occupied orbital energy (eV): -19.93
2S+1: 1

Last column: natural (NBO) charge in e.
Cartesian coordinates (Å):
C (-0.6002, -2.0313, -0.5702)  0.0753
H (2.3329, -0.7170, -0.2439)  0.3180
H (-1.1844, -2.6069, -1.2953)  0.2624
N (-0.3991, -0.8171, -0.7254)  -0.2390
H (0.0881, 0.5804, -2.1527)  0.2556
C (-0.6321, 0.9151, 2.6615)  0.2159
H (-0.2128, -2.5930, 0.2703)  0.2434
C (0.7534, 0.2533, 0.7406)  0.7326
H (-1.0987, 1.8989, 2.6960)  0.2786
H (-1.3598, 0.9400, -1.2029)  0.2505
H (2.2549, 1.0308, -0.4798)  0.3303
H (-0.7530, 0.2573, 3.5219)  0.2769
H (-1.4165, -0.3028, -2.4633)  0.2754
C (2.0831, 0.2283, 0.2473)  -0.7808
H (2.7975, 0.3748, 1.0697)  0.3286
N (0.0564, 0.5548, 1.6807)  -0.3551
C (-0.7890, 0.1340, -1.6766)  -0.4687



Stability ranking, top and bottom: model 1 is the most stable and model 2 is the least stable.



Model 1:
DFT (wB97M-V/def2-TZVPD) results for an isolated ion of composition C3H5O2S and charge -1.

Values from the calculation:
SMILES string: C=C[S@@](=C)(=O)[O-]
Gap between HOMO and LUMO (eV): 7.60
Total charge: -1
Highest occupied orbital energy (eV): -3.51
2S+1: 1

Last column: natural (NBO) charge in e.
Cartesian coordinates (Å):
H (-2.0375, 0.4937, -1.7310)  0.1866
H (2.1626, -0.3429, 1.1790)  0.2022
H (1.2283, -1.4808, 2.3787)  0.1887
C (-1.3697, -0.2538, -1.2487)  -1.1513
C (1.1649, -0.6894, 1.5730)  -0.4290
O (1.2710, 0.7659, -1.1317)  -1.0200
S (-0.1514, 0.8149, -0.5644)  2.0436
O (-0.7368, 2.1266, -0.3439)  -0.9847
H (-0.8767, -0.6139, 1.0601)  0.2175
C (0.1307, -0.1964, 0.9685)  -0.4380
H (-0.7853, -0.6239, -2.1398)  0.1844



Model 2:
DFT (wB97M-V/def2-TZVPD) results for an isolated ion of composition C3H5O2S and charge -1.

Values from the calculation:
SMILES string: O=C([O-])CCS
Gap between HOMO and LUMO (eV): 7.11
Total charge: -1
Highest occupied orbital energy (eV): -3.99
2S+1: 1

Last column: natural (NBO) charge in e.
Cartesian coordinates (Å):
O (-2.1384, 1.0568, -0.1315)  -0.8112
H (0.2579, 0.0665, 1.5076)  0.2040
S (2.1321, -0.6056, 0.7263)  -0.0896
H (0.1407, 0.3243, -1.5144)  0.2143
H (-0.0411, -1.4505, -0.7520)  0.2330
C (-1.7508, -0.0742, -0.6061)  0.7919
C (0.5987, 0.3623, 0.5386)  -0.4946
H (2.7043, 0.0190, 1.7056)  0.0800
O (-2.4196, -0.8606, -1.3086)  -0.7680
C (-0.0640, -0.3240, -0.5862)  -0.5959
H (0.5801, 1.4858, 0.4208)  0.2360



Stability ranking, top and bottom: model 2 is the most stable and model 1 is the least stable.



Model 1:
DFT (wB97M-V/def2-TZVPD) results for the molecule C2H3NO2.

Values from the calculation:
Gap between HOMO and LUMO (spin up / spin down) (eV): 6.96 / 7.41
Total charge: 0
Highest occupied orbital energy (spin up / spin down) (eV): -6.46 / -9.93
2S+1: 3

Last column: Mulliken spin population.
Cartesian coordinates (Å):
H (-0.8707, -0.2405, 0.5565)  0.0094
H (0.5009, -1.1362, -1.2176)  -0.0006
C (-0.0653, 0.2471, -0.0160)  0.0441
H (-0.3235, 1.2891, -0.2171)  -0.0105
O (-0.0094, -0.3038, -1.2833)  0.0694
O (2.1119, 1.2201, 1.0175)  0.6825
C (2.4036, -0.0948, 0.9658)  0.3373
N (1.1014, 0.1426, 0.8178)  0.8685



Model 2:
DFT (wB97M-V/def2-TZVPD) results for the molecule C2H3NO2.

Values from the calculation:
Gap between HOMO and LUMO (spin up / spin down) (eV): 8.44 / 10.92
Total charge: 0
Highest occupied orbital energy (spin up / spin down) (eV): -7.55 / -11.44
2S+1: 3

Last column: Mulliken spin population.
Cartesian coordinates (Å):
C (0.5926, -0.5349, -0.0271)  -0.0553
O (-1.2461, 0.9850, 0.2122)  0.1417
H (0.9683, -0.8779, 0.9321)  0.0469
O (-0.7619, -1.1508, 0.0665)  0.1264
H (1.0493, -0.7570, -1.0510)  0.0481
N (-1.7200, -0.2139, 0.1605)  0.7777
C (0.2536, 0.9392, 0.1289)  0.8726
H (0.8643, 1.6102, -0.4221)  0.0419



Model 3:
DFT (wB97M-V/def2-TZVPD) results for a 2-piece molecular cluster, C2H3NO2 overall.

Values from the calculation:
Gap between HOMO and LUMO (spin up / spin down) (eV): 9.98 / 9.04
Total charge: 0
Highest occupied orbital energy (spin up / spin down) (eV): -9.12 / -11.13
2S+1: 3

Last column: Mulliken spin population.
Cartesian coordinates (Å):
H (-1.9257, 0.0944, 0.5412)  0.0122
C (-0.9890, -0.4315, 0.6591)  0.7829
H (-0.7752, -1.4114, 0.4774)  0.0160
O (1.1448, 0.0940, -1.6034)  0.2812
N (1.2411, 0.3333, 1.6577)  0.2654
H (1.2811, 0.9942, -1.4523)  -0.0028
O (-0.1756, 0.1884, -1.5092)  0.7178
C (0.1986, 0.1387, 1.2296)  -0.0727



Stability ranking, top and bottom: model 2 is the most stable and model 1 is the least stable.